(1)
An isolated ion of composition C21H35BFN2O4 and charge -1, computed with ωB97M-V/def2-TZVPD.

Values from the calculation:
Kohn-Sham gap	7.9	eV
molar mass	409.3	g/mol
total charge	-1
multiplicity	1

```
64
Properties=species:S:1:pos:R:3:lowdin_charge:R:1
C 0.644 -2.515 0.818 -0.101
O 0.192 -2.971 2.078 -0.194
C 1.224 -3.290 2.998 -0.222
C 1.245 -2.348 4.209 -0.180
C 0.826 -0.906 3.902 -0.191
C -0.704 -0.703 3.860 -0.193
C -1.248 -0.098 2.555 -0.202
C -2.597 -0.680 2.092 -0.188
C -2.767 -0.876 0.570 -0.200
C -3.543 0.271 -0.094 -0.210
C -2.665 1.518 -0.313 -0.173
C -1.988 1.555 -1.698 -0.087
C -0.521 2.027 -1.858 -0.405
C 0.365 1.766 -0.627 -0.079
C 1.647 2.625 -0.625 -0.083
C 2.684 2.093 0.319 -0.492
N 3.201 0.781 0.010 0.105
O 3.068 2.693 1.283 0.084
O -0.474 3.399 -2.147 0.007
B 0.161 3.620 -3.491 -0.842
F 1.025 4.722 -3.456 0.053
O 0.920 2.354 -3.689 0.006
C 0.031 1.402 -3.202 -0.274
C 0.637 0.028 -3.179 -0.132
C 2.006 -0.165 -3.035 -0.009
C 2.521 -1.452 -3.070 -0.157
N 1.783 -2.548 -3.232 0.034
C 0.474 -2.364 -3.366 -0.174
C -0.137 -1.118 -3.351 -0.021
H -0.205 -2.525 0.136 0.080
H 1.028 -1.490 0.868 0.067
H 1.419 -3.174 0.416 0.090
H 1.033 -4.312 3.343 0.115
H 2.195 -3.279 2.492 0.114
H 0.574 -2.745 4.976 0.105
H 2.252 -2.364 4.635 0.105
H 1.268 -0.569 2.960 0.095
H 1.261 -0.272 4.680 0.103
H -0.973 -0.032 4.680 0.104
H -1.188 -1.664 4.040 0.096
H -1.359 0.981 2.693 0.109
H -0.516 -0.216 1.751 0.075
H -3.403 -0.016 2.420 0.103
H -2.763 -1.630 2.606 0.099
H -3.252 -1.835 0.370 0.103
H -1.777 -0.937 0.102 0.089
H -3.973 -0.054 -1.046 0.102
H -4.383 0.527 0.558 0.097
H -1.930 1.536 0.489 0.072
H -3.291 2.406 -0.215 0.110
H -2.551 2.255 -2.318 0.129
H -2.099 0.571 -2.167 0.095
H 0.634 0.704 -0.552 0.106
H -0.176 2.018 0.285 0.101
H 2.057 2.681 -1.636 0.124
H 1.406 3.630 -0.286 0.128
H 4.167 0.868 -0.282 0.084
H 3.187 0.222 0.855 0.068
H -0.706 3.763 -4.372 0.106
H -0.863 1.353 -3.850 0.147
H 2.663 0.683 -2.913 0.108
H 3.591 -1.603 -2.967 0.095
H -0.129 -3.255 -3.506 0.093
H -1.207 -1.047 -3.508 0.104
```

---

(2)
C21H35BO2P2Sr as an isolated structure at a distorted geometry, computed with ωB97M-V/def2-TZVPD.

Values from the calculation:
ΔE to the lowest compared entry with this formula, charge and spin	0.000	eV
Kohn-Sham gap	5.0	eV
molar mass	479.9	g/mol
total charge	0
multiplicity	1

```
62
Properties=species:S:1:pos:R:3:lowdin_charge:R:1
P 1.333 -0.117 1.466 0.751
P -1.089 -0.276 -0.979 0.737
C 1.241 1.100 0.064 -0.408
C -0.143 1.274 -0.614 -0.430
H 1.977 0.766 -0.686 0.087
H 1.595 2.082 0.404 0.027
H -0.806 1.913 0.000 0.081
H -0.017 1.853 -1.538 0.025
C -0.535 -0.824 -2.627 -0.274
H -1.122 -1.712 -2.924 0.048
H 0.520 -1.138 -2.564 0.044
H -0.620 -0.069 -3.428 0.042
C -2.824 0.278 -1.191 -0.294
H -2.951 1.032 -1.991 0.046
H -3.203 0.713 -0.250 0.030
H -3.456 -0.593 -1.425 0.046
C 3.070 -0.583 1.785 -0.273
H 3.093 -1.245 2.668 0.049
H 3.761 0.269 1.956 0.049
H 3.431 -1.181 0.934 0.047
C 0.821 0.913 2.923 -0.310
H -0.219 1.276 2.837 0.020
H 1.467 1.795 3.032 0.042
H 0.887 0.323 3.852 0.049
Sr -1.260 -1.194 1.879 0.997
C 0.305 4.328 -2.085 -0.121
C 0.959 3.476 -2.870 -0.135
C 2.381 3.654 -3.329 -0.170
C 3.355 4.289 -2.289 -0.191
C 3.246 3.737 -0.896 -0.111
C 2.419 4.156 0.072 -0.144
C 1.507 5.340 -0.040 -0.173
C 0.868 5.566 -1.449 -0.187
C -0.005 -3.334 2.987 -0.325
H -0.774 4.190 -1.890 0.113
H 0.413 2.650 -3.363 0.104
H 2.376 4.282 -4.236 0.120
H 2.799 2.686 -3.643 0.108
H 4.377 4.075 -2.643 0.112
H 3.240 5.377 -2.303 0.094
H 3.965 2.932 -0.691 0.110
H 2.503 3.716 1.079 0.100
H 2.079 6.243 0.237 0.119
H 0.696 5.264 0.699 0.107
H 0.041 6.280 -1.309 0.111
H 1.605 6.050 -2.099 0.094
H -0.705 -3.927 3.592 -0.081
H 0.770 -2.946 3.661 -0.109
H 0.460 -4.057 2.302 -0.067
O -1.630 -4.996 0.093 0.052
B -2.118 -3.674 0.272 -0.445
O -3.451 -3.819 0.797 0.009
C -3.654 -5.148 1.038 -0.257
C -4.679 -5.764 1.710 -0.018
C -4.488 -7.082 2.169 -0.104
C -3.328 -7.781 1.819 -0.105
C -2.368 -7.195 0.974 -0.004
C -2.526 -5.861 0.648 -0.239
H -5.611 -5.239 1.872 0.107
H -5.264 -7.570 2.758 0.093
H -3.199 -8.804 2.165 0.092
H -1.512 -7.750 0.610 0.111
```

---

(3)
C21H35Cl3F6N4O6P2S4Sn as an isolated structure, computed with ωB97M-V/def2-TZVPD.

Values from the calculation:
ΔE to the lowest compared entry with this formula, charge and spin	2.946	eV
Kohn-Sham gap	7.0	eV
molar mass	968.8	g/mol
total charge	0
multiplicity	1

```
82
Properties=species:S:1:pos:R:3:lowdin_charge:R:1
Sn -1.841 -0.712 -0.123 0.889
Cl 6.406 -0.407 0.907 0.644
C 4.894 -1.071 1.531 -1.600
Cl 5.152 -1.777 3.140 0.620
Cl 3.647 0.175 1.605 0.658
C 4.432 -2.133 0.633 -0.381
N 4.068 -2.971 -0.059 0.215
F -1.690 4.858 2.191 0.172
C -2.491 4.042 1.555 -0.664
F -3.579 3.849 2.306 0.134
F -2.873 4.524 0.395 0.165
S -1.685 2.320 1.347 0.626
O -2.623 1.493 2.065 -0.330
O -0.380 2.485 2.187 -0.616
N -1.324 1.827 -0.031 -0.439
S 0.897 5.305 -0.494 0.798
O -0.213 4.407 -0.016 -0.590
O 0.672 5.731 -1.893 -0.475
C 0.404 6.868 0.427 -0.727
F -0.863 7.231 0.191 0.105
F 1.197 7.894 0.080 0.091
F 0.540 6.695 1.759 0.079
N -3.170 -1.249 2.832 0.128
C -1.821 -1.338 3.078 -0.404
C -1.334 -1.796 4.310 -0.008
C 0.023 -1.891 4.502 -0.045
C 0.890 -1.528 3.473 -0.056
C 0.343 -1.105 2.287 -0.190
N -0.983 -1.026 2.077 -0.046
H -3.748 -1.375 3.648 0.105
H -3.435 -0.423 2.309 0.041
H -2.034 -2.045 5.096 0.117
H 0.411 -2.232 5.453 0.116
H 1.964 -1.567 3.588 0.081
H 0.960 -0.820 1.444 0.005
C -1.073 -5.772 1.485 -0.134
C -1.184 -4.251 1.440 -0.396
P -0.916 -3.457 -0.196 0.847
C -1.882 -4.496 -1.355 -0.407
C -3.375 -4.462 -1.033 -0.151
C 0.832 -3.834 -0.585 -0.413
C 1.180 -3.645 -2.060 -0.159
H -1.191 -6.129 2.509 0.076
H -0.103 -6.120 1.128 0.065
H -1.843 -6.251 0.881 0.062
H -0.452 -3.794 2.113 0.066
H -2.166 -3.927 1.796 0.072
H -1.496 -5.518 -1.340 0.085
H -1.704 -4.104 -2.359 0.080
H -3.583 -4.875 -0.045 0.062
H -3.941 -5.044 -1.760 0.075
H -3.760 -3.441 -1.051 0.054
H 1.061 -4.855 -0.271 0.078
H 1.439 -3.166 0.031 0.041
H 0.696 -4.399 -2.682 0.065
H 2.257 -3.735 -2.197 0.063
H 0.882 -2.660 -2.421 0.032
C 3.922 1.066 -1.834 -0.063
C 2.709 1.934 -2.108 -0.462
C 3.065 3.314 -2.615 -0.036
O 1.984 2.065 -0.860 -0.468
P 0.361 1.846 -0.669 0.171
S 1.100 2.270 1.327 0.838
S 0.422 -0.250 -0.969 0.322
O 0.038 2.523 -2.055 -0.272
C -1.094 2.675 -2.946 -0.399
C -1.784 1.353 -3.224 -0.076
C -2.051 3.761 -2.510 -0.043
H 4.498 0.936 -2.752 0.088
H 3.619 0.082 -1.471 0.050
H 4.564 1.539 -1.089 0.071
H 2.054 1.426 -2.820 0.125
H 3.691 3.828 -1.883 0.092
H 2.177 3.922 -2.784 0.058
H 3.623 3.229 -3.550 0.087
H -0.591 3.006 -3.857 0.150
H -2.369 1.030 -2.360 0.017
H -1.070 0.574 -3.490 0.065
H -2.476 1.492 -4.055 0.089
H -2.666 3.427 -1.678 0.059
H -2.707 3.989 -3.354 0.091
H -1.507 4.657 -2.224 0.065
```

---

(4)
A 3-piece molecular cluster, C21H35ClF10O2Si overall at a distorted geometry, computed with ωB97M-V/def2-TZVPD.

Values from the calculation:
Kohn-Sham gap	9.9	eV
SMILES	CC(C)C[Si@@](CCC(F)(F)F)(C[C@@H](C)Cl)C(F)(F)C(F)(F)C(F)(F)F.C1CCOC1.C1CCOC1
molar mass	573.0	g/mol
total charge	0
multiplicity	1

```
70
Properties=species:S:1:pos:R:3:lowdin_charge:R:1
C 3.314 -1.254 -3.810 -0.078
C 2.349 -0.671 -2.739 -0.450
C 3.175 -0.398 -1.473 -0.068
C 1.717 0.588 -3.361 -0.205
Si 0.132 1.218 -2.520 0.760
C 0.695 2.018 -0.889 -0.211
C 1.145 3.485 -1.043 -0.124
C 2.631 3.700 -0.894 -0.713
F 2.867 4.942 -0.496 0.146
F 3.243 3.578 -2.062 0.145
F 3.204 2.910 -0.030 0.175
C -0.626 2.455 -3.742 -0.247
C -1.989 3.075 -3.411 -0.745
C -3.191 2.269 -3.909 -0.128
Cl -2.239 3.461 -1.674 0.670
C -1.030 -0.241 -2.016 -0.433
F -2.177 0.209 -1.430 0.050
F -0.368 -0.951 -1.068 0.078
C -1.494 -1.180 -3.130 -0.425
F -0.549 -2.057 -3.430 0.168
F -1.788 -0.523 -4.248 0.157
C -2.752 -2.026 -2.724 -0.620
F -2.794 -3.073 -3.543 0.176
F -2.637 -2.507 -1.523 0.218
F -3.863 -1.377 -2.892 0.215
H 4.120 -1.797 -3.323 0.064
H 2.805 -1.924 -4.497 0.074
H 3.797 -0.460 -4.375 0.076
H 1.649 -1.472 -2.523 0.102
H 3.887 -1.196 -1.311 0.071
H 3.654 0.575 -1.468 0.075
H 2.505 -0.453 -0.614 0.067
H 1.511 0.417 -4.417 0.082
H 2.449 1.396 -3.307 0.084
H -0.203 2.044 -0.274 0.052
H 1.403 1.400 -0.352 0.066
H 0.678 4.053 -0.246 0.122
H 0.830 3.957 -1.966 0.100
H -0.752 1.912 -4.677 0.077
H 0.124 3.218 -3.942 0.082
H -2.037 4.025 -3.930 0.086
H -3.010 1.801 -4.871 0.078
H -3.545 1.587 -3.144 0.057
H -3.994 2.984 -4.064 0.075
C -1.940 -1.361 2.607 -0.155
C -3.345 -1.058 3.113 -0.168
C -3.388 0.459 3.013 -0.207
O -2.543 0.819 1.920 -0.137
C -1.768 -0.318 1.513 -0.204
H -1.815 -2.380 2.243 0.116
H -1.213 -1.192 3.406 0.100
H -4.086 -1.501 2.443 0.114
H -3.538 -1.421 4.122 0.110
H -2.993 0.928 3.921 0.116
H -4.394 0.843 2.835 0.116
H -2.156 -0.670 0.563 0.086
H -0.729 -0.015 1.370 0.114
C 1.945 -3.223 6.769 -0.174
C 1.097 -1.957 6.763 -0.172
C 1.494 -1.326 5.437 -0.209
O 1.820 -2.401 4.553 -0.144
C 1.923 -3.617 5.299 -0.207
H 1.563 -4.005 7.423 0.111
H 2.965 -2.986 7.079 0.113
H 0.036 -2.219 6.751 0.113
H 1.275 -1.302 7.614 0.111
H 2.382 -0.694 5.547 0.118
H 0.694 -0.726 5.000 0.105
H 1.049 -4.236 5.067 0.116
H 2.820 -4.156 4.992 0.116
```

---

Highest occupied orbital energy: -5.259; -5.556; -7.208; -9.301 (eV)
E_LUMO: 2.67; -0.61; -0.26; 0.64 (eV)